The following is a DFT calculation (wB97M-V/def2-TZVPD) of a 2-piece molecular cluster, C5H11NO overall at a distorted geometry.

```
18
Properties=species:S:1:pos:R:3:forces:R:3
C -2.9617 0.2118 -1.9897 3.9 -0.8 -0.2
C -2.1684 -0.0546 -0.9321 0.3 1.5 2.2
C -0.6881 -0.2101 -0.7219 0.2 -0.2 -2.9
N 0.1231 -0.2431 -1.9230 1.3 -2.2 5.2
C -0.1732 -0.6443 0.4395 -0.5 -0.7 -0.1
C 0.9879 -1.6365 0.4854 -3.1 -0.6 -0.2
H -2.4973 0.3508 -2.9917 -0.7 -0.1 0.7
H -3.9264 -0.1274 -1.8722 -2.4 0.2 -0.1
H -2.6157 -0.1257 0.0936 -0.2 -0.3 -1.2
H 0.8070 -0.9911 -1.9778 -0.4 0.5 -0.1
H -0.1440 0.0938 -2.7451 -1.9 1.6 -3.8
H -0.7488 -0.4480 1.3494 0.0 -0.5 -0.3
H 0.5569 -2.7072 0.4488 0.5 1.5 0.6
H 1.5106 -1.4607 1.3748 1.4 -0.2 1.0
H 1.5211 -1.6048 -0.4176 1.4 0.4 -0.7
O 3.5302 2.2008 3.7413 0.6 3.2 0.3
H 2.9798 1.9224 3.0417 -1.1 -1.2 -1.3
H 3.4750 3.1950 3.5391 0.5 -2.0 0.9
```
Positions in Å, forces in eV/Å.

As for the total energy: -327.0094 a.u. The LUMO energy is 0.660 eV. The spin multiplicity is 1. As for the HOMO energy: -8.0 eV.

The following is a DFT calculation (wB97M-V/def2-TZVPD) of one molecule with the formula C5H11NO at a distorted geometry.

```
18
Properties=species:S:1:pos:R:3:forces:R:3
C -0.6058 -0.5277 0.5797 0.3 -0.7 -1.4
C -0.2908 0.5300 -0.4261 0.6 -0.5 0.2
C -1.1865 1.6709 -0.1629 0.0 0.1 -0.3
C 1.2165 0.9146 -0.3580 -0.3 0.2 -0.1
C -0.7294 -1.9682 0.2698 -0.2 0.0 -0.1
N 2.2086 -0.1112 -0.6430 -0.1 0.1 0.0
O -0.8746 -0.2108 1.8329 -0.3 1.6 1.3
H -0.9519 0.7832 1.8175 0.0 -0.9 0.4
H -0.4656 0.0648 -1.4085 -0.1 0.2 0.0
H 2.0773 -0.5242 -1.5581 0.0 0.0 0.0
H 2.2130 -0.8515 0.0467 -0.1 0.0 0.0
H -2.2427 1.5880 -0.3690 0.0 0.0 0.0
H -0.7947 2.6018 0.2246 0.0 0.1 0.0
H 1.3351 1.7386 -1.0672 0.2 0.0 0.0
H 1.4220 1.3261 0.6337 0.0 0.0 0.0
H -0.4215 -2.5574 1.1367 0.1 0.0 -0.1
H -1.7721 -2.2376 0.0603 0.0 -0.1 0.0
H -0.1368 -2.2292 -0.6091 0.0 -0.1 0.1
```
Positions in Å, forces in eV/Å.

As for the total energy: -326.9747 a.u. The LUMO energy (alpha / beta) is -0.176 / 0.904 eV. The spin multiplicity is 1. As for the HOMO energy (alpha / beta): -6.1 / -8.0 eV.

The following is a DFT calculation (wB97M-V/def2-TZVPD) of C5H11NO as an isolated structure.

```
18
Properties=species:S:1:pos:R:3:forces:R:3
C 0.7412 -1.6321 -1.3333 0.1 -0.2 -0.1
C 1.6989 -0.2374 0.3864 0.0 0.1 0.1
N 0.5619 0.3178 0.7731 0.2 -0.1 -0.2
C -0.5809 -0.3546 1.3605 -0.1 -0.2 0.2
C -0.6314 0.3280 0.0335 -0.1 0.2 -0.1
C -1.4262 1.5577 -0.2758 0.0 -0.2 -0.3
O -1.6772 2.3914 0.8457 0.2 0.1 0.2
H 1.1701 -2.4593 -0.7623 0.0 0.1 -0.1
H 1.4890 -1.2621 -2.0399 -0.1 -0.1 0.1
H -0.0776 -2.0588 -1.9283 0.1 0.1 0.1
H 2.2059 -0.9123 1.0703 -0.1 0.1 -0.1
H 2.2934 0.2768 -0.3623 -0.1 -0.1 0.1
H -0.5542 -1.4481 1.3569 0.0 0.2 0.0
H -0.9662 0.1182 2.2624 0.1 -0.1 -0.1
H -0.0877 -0.6792 -0.8430 0.0 0.1 0.1
H -0.9321 2.1241 -1.0794 -0.1 -0.1 0.1
H -2.4100 1.2553 -0.6457 0.1 0.0 0.0
H -0.8168 2.6746 1.1811 -0.2 0.0 0.0
```
Positions in Å, forces in eV/Å.

As for the total energy: -326.9003 a.u. The LUMO energy is 0.440 eV. The spin multiplicity is 1. As for the HOMO energy: -7.7 eV.

The following is a DFT calculation (wB97M-V/def2-TZVPD) of one molecule with the formula C5H11NO at a distorted geometry.

```
18
Properties=species:S:1:pos:R:3:forces:R:3
C -1.5047 1.6000 0.1240 0.5 -0.3 -0.5
C -1.0420 0.5037 -0.4797 -0.9 -0.2 0.9
C -0.3411 -0.6197 0.2609 0.6 0.2 -0.4
C -1.2017 -1.8775 0.3038 0.2 0.4 0.0
O 0.8801 -0.9826 -0.3979 -0.5 -0.8 0.2
C 1.7248 0.0895 -0.6662 -1.7 1.6 -0.7
N 2.2518 0.6798 0.5352 0.2 0.0 0.3
H -2.1793 2.2817 -0.3671 0.0 0.2 -0.2
H -1.1724 1.8909 1.1094 -0.1 -0.2 0.3
H -1.3702 0.2462 -1.4790 0.0 0.1 -0.2
H -0.0966 -0.2917 1.2806 -0.1 0.0 0.0
H -1.4392 -2.1971 -0.7079 -0.1 0.0 -0.1
H -2.1225 -1.6736 0.8446 -0.1 0.0 0.0
H -0.6556 -2.6765 0.7977 0.0 -0.1 0.1
H 2.5381 -0.3233 -1.2669 -0.2 0.4 -0.1
H 1.0196 0.8666 -1.2155 1.8 -1.2 0.3
H 3.1203 1.1656 0.3611 0.0 0.0 0.1
H 1.5904 1.3179 0.9631 0.2 0.1 -0.1
```
Positions in Å, forces in eV/Å.

As for the total energy: -327.0581 a.u. The LUMO energy is 1.066 eV. The spin multiplicity is 1. As for the HOMO energy: -9.3 eV.

The following is a DFT calculation (wB97M-V/def2-TZVPD) of one molecule with the formula C5H11NO at a distorted geometry.

```
18
Properties=species:S:1:pos:R:3:forces:R:3
C 2.8716 0.4903 -0.2211 -0.3 -0.1 -0.3
N 1.4183 0.2518 -0.4242 -0.9 -0.3 0.2
C 0.5324 -0.1076 0.5109 -1.7 -0.3 0.0
O 0.6040 -0.3450 1.6925 0.1 0.2 -0.3
C -0.9429 -0.1549 -0.3131 0.1 -0.1 1.0
C -1.5603 -1.4913 0.0354 -0.2 -0.1 0.2
C -1.6754 1.0656 0.2212 -0.2 0.0 0.2
H 3.1759 1.4869 -0.5629 -0.3 -0.2 0.0
H 3.4966 -0.2487 -0.7352 -0.3 0.1 0.0
H 3.1119 0.4297 0.8532 -0.5 -0.1 -0.4
H 0.5789 0.1169 -1.0814 3.6 1.1 -1.8
H -1.0065 -0.0698 -1.4421 1.0 0.0 0.8
H -1.4438 -1.6285 1.1115 -0.2 -0.2 0.0
H -1.0447 -2.3154 -0.4756 -0.1 0.2 0.1
H -2.6211 -1.5353 -0.2262 0.1 0.0 0.0
H -2.7245 1.0939 -0.0879 0.1 0.0 0.0
H -1.6227 1.0303 1.3108 -0.2 0.2 0.0
H -1.1921 1.9919 -0.1183 -0.1 -0.2 0.1
```
Positions in Å, forces in eV/Å.

As for the total energy: -327.0553 a.u. The LUMO energy is 0.887 eV. The spin multiplicity is 1. As for the HOMO energy: -9.6 eV.

The following is a DFT calculation (wB97M-V/def2-TZVPD) of a 2-piece molecular cluster, C5H11NO overall at a distorted geometry.

```
18
Properties=species:S:1:pos:R:3:forces:R:3
C 1.4538 -2.0302 -0.4812 0.7 1.5 -1.4
N 1.5279 -0.8720 0.0499 -2.4 -1.2 1.4
C 0.8178 0.1673 -0.6020 2.0 0.4 -0.2
C -0.5113 0.1631 -0.5889 0.1 -1.2 -1.2
C -1.4130 0.9791 -1.4684 0.2 1.3 0.9
C -2.7998 1.0746 -0.8449 -0.4 -0.2 -0.1
H 1.0748 -2.9567 -0.0480 1.3 -0.1 0.8
H 1.7666 -2.0427 -1.5415 -1.2 -0.6 -0.3
H 1.4339 0.9492 -1.0357 -0.2 0.3 0.0
H -0.9497 -0.7230 -0.1332 -0.2 0.2 0.2
H -0.9650 1.9747 -1.5712 -0.1 0.1 0.0
H -1.4766 0.6294 -2.4961 0.0 -0.5 0.0
H -3.1335 0.0631 -0.5996 -0.2 0.0 -0.1
H -3.5331 1.5412 -1.5000 0.0 -0.1 -0.2
H -2.8465 1.6287 0.0906 0.4 0.1 0.1
O 1.2353 0.2451 3.1112 0.0 0.1 0.1
H 1.4605 0.3476 4.0406 0.0 0.1 0.0
H 0.9729 1.1228 2.8095 0.0 -0.2 0.0
```
Positions in Å, forces in eV/Å.

As for the total energy: -326.9904 a.u. The LUMO energy is 0.612 eV. The spin multiplicity is 1. As for the HOMO energy: -8.1 eV.

The following is a DFT calculation (wB97M-V/def2-TZVPD) of one molecule with the formula C5H11NO at a distorted geometry.

```
18
Properties=species:S:1:pos:R:3:forces:R:3
C 2.5465 0.7921 -0.8059 -1.1 -1.2 0.5
C 1.6506 -0.1662 -0.5270 1.0 0.3 0.1
C 0.7922 -0.2197 0.7080 0.2 0.2 0.3
C -0.6643 0.1913 0.4457 1.5 1.5 -0.6
N -1.5250 0.0907 1.6090 -0.5 -0.4 -0.4
C -1.1460 -0.4208 -0.8480 -2.1 -0.9 -0.7
O -2.5975 -0.2181 -1.0317 1.0 0.2 1.0
H 3.2155 0.6058 -1.6363 0.0 0.6 0.0
H 2.5784 1.6542 -0.1515 0.5 0.2 -0.2
H 1.6384 -1.0224 -1.1880 -0.2 -0.2 -0.1
H 1.2592 0.4315 1.4621 -0.4 0.1 -0.1
H 0.8431 -1.2184 1.1615 -0.2 -0.1 -0.3
H -0.5720 1.2626 0.1463 -0.2 -0.2 0.5
H -2.3833 -0.3720 1.3206 0.0 0.0 0.3
H -1.1270 -0.4585 2.3577 0.2 -0.1 -0.1
H -0.7395 0.0806 -1.7264 0.7 -0.3 0.3
H -1.0195 -1.5129 -0.8920 0.2 0.3 -0.1
H -2.7496 0.5004 -0.4043 -0.7 0.1 -0.4
```
Positions in Å, forces in eV/Å.

As for the total energy: -327.0536 a.u. The LUMO energy is 1.017 eV. The spin multiplicity is 1. As for the HOMO energy: -9.5 eV.

The following is a DFT calculation (wB97M-V/def2-TZVPD) of a 2-piece molecular cluster, C5H11NO overall.

```
18
Properties=species:S:1:pos:R:3:forces:R:3
C 2.6951 -0.5914 -0.0077 0.2 -0.1 0.0
N 1.4207 0.0927 -0.0303 0.0 0.5 0.2
C 1.4394 1.3304 0.2233 0.3 -0.3 0.0
O 0.3470 2.0934 0.2994 -0.2 -0.1 0.0
H 2.6653 -1.3863 0.7461 0.0 0.1 -0.1
H 2.8863 -1.0645 -0.9768 0.0 0.1 0.1
H 3.5414 0.0733 0.2283 -0.1 -0.1 0.0
H 2.3471 1.9134 0.4170 -0.1 -0.1 0.0
H -0.4324 1.5101 0.1913 0.1 0.1 -0.1
C -2.5199 0.7810 -0.2571 0.0 -0.1 -0.1
C -1.7487 -0.2463 -0.6156 -0.2 0.1 0.0
C -1.4638 -1.4397 0.2411 0.0 0.0 0.1
H -2.7432 1.5956 -0.9414 0.1 -0.1 0.1
H -2.9704 0.8262 0.7333 0.0 0.0 -0.2
H -1.2868 -0.2453 -1.6037 -0.1 0.0 0.1
H -1.8992 -1.3228 1.2390 0.1 0.0 -0.1
H -1.8948 -2.3361 -0.2201 0.1 0.1 0.1
H -0.3831 -1.5838 0.3339 -0.2 0.0 0.0
```
Positions in Å, forces in eV/Å.

As for the total energy: -327.0671 a.u. The LUMO energy is 1.137 eV. The spin multiplicity is 1. As for the HOMO energy: -9.7 eV.

The following is a DFT calculation (wB97M-V/def2-TZVPD) of one molecule with the formula C5H11NO at a distorted geometry.

```
18
Properties=species:S:1:pos:R:3:forces:R:3
O 1.7989 -0.0851 0.9405 -3.2 3.4 2.1
C 1.1892 0.0571 -0.4094 -0.4 -2.7 2.1
C 0.4383 -1.2725 -0.4438 -2.2 -1.6 -3.4
C -1.1706 -1.3340 -0.1642 0.6 -0.2 -0.8
C -1.5596 -0.0346 0.5219 -2.4 3.5 -1.0
N -0.9666 1.4231 -0.0104 -3.6 -3.2 2.3
C 0.2771 1.2722 -0.6297 1.4 -0.3 -2.7
H 1.0229 0.3116 1.5326 2.7 -1.3 -1.3
H 2.1578 -0.0942 -0.9075 -0.9 1.0 -1.2
H 0.7441 -1.9184 -1.3505 -1.0 1.2 0.7
H 0.8825 -1.8369 0.2734 1.2 -1.5 2.3
H -1.7247 -1.4766 -1.1975 0.9 0.4 2.2
H -1.5706 -2.1608 0.6204 1.4 1.5 -2.1
H -1.2585 0.0464 1.5972 -0.8 -0.8 -0.8
H -2.7427 0.1138 0.2796 2.7 -0.3 1.4
H -1.3830 2.1213 0.7042 2.3 -1.3 -1.8
H 0.2575 1.4675 -1.7467 -0.7 -1.1 0.4
H 0.9437 2.0162 -0.5051 2.0 3.3 1.6
```
Positions in Å, forces in eV/Å.

As for the total energy: -326.9600 a.u. The LUMO energy is 0.816 eV. The spin multiplicity is 1. As for the HOMO energy: -8.5 eV.

The following is a DFT calculation (wB97M-V/def2-TZVPD) of an isolated ion of composition C5H11NO and charge +1 at a distorted geometry.

```
18
Properties=species:S:1:pos:R:3:forces:R:3
C -1.8505 0.1699 -1.4776 -0.6 1.5 -0.9
N -1.0001 0.5022 -0.4530 3.3 -2.7 2.2
C 0.3604 0.8485 2.1237 0.6 -1.0 -0.7
C 1.1184 0.2545 0.8630 -1.6 0.0 0.8
C 0.0484 -0.5318 0.0122 -0.3 -0.4 0.1
C 0.6371 -1.0990 -1.3065 0.5 -0.3 -0.2
O -2.2884 -0.9154 -1.7304 0.2 0.1 0.5
H -1.9738 1.0756 -2.0800 -0.6 0.0 -0.5
H -0.5187 1.3540 -0.1559 -1.3 1.1 -1.1
H -0.5266 1.1435 1.5889 -1.1 0.7 1.5
H 0.7599 1.5335 2.8750 0.5 0.9 -1.3
H 0.2261 0.0456 2.8493 -0.9 -0.6 -0.6
H 1.8857 -0.3649 1.3342 0.3 -0.1 -1.3
H 1.4069 0.9709 0.0722 1.0 0.1 1.0
H -0.5748 -1.2838 0.5266 0.4 0.0 0.1
H -0.1051 -1.6267 -1.8701 -0.7 -0.1 -0.2
H 0.9388 -0.2317 -1.8834 0.4 0.0 -0.3
H 1.4563 -1.8449 -1.2883 -0.2 0.8 0.9
```
Positions in Å, forces in eV/Å.

As for the expectation value of S²: 0.776. Its net charge is +1. As for the total energy: -326.7036 a.u. The LUMO energy (alpha / beta) is -4.179 / -9.309 eV. The spin multiplicity is 2. As for the HOMO energy (alpha / beta): -16.2 / -16.2 eV.